(1)
DFT (ωB97M-V with the def2-TZVPD basis set) results for C6H9N in the gas phase.

## Properties
LUMO (hartree): 0.039
SMILES: CC#CCN1CC1
HOMO (eV): -9.0
Max |F| (hartree/bohr): 0.0102
Energy above the lowest of the compared OMol25 structures with the same formula, charge and spin (kcal/mol): 74.1
Molar mass (g/mol): 95.1
Energy (hartree): -288.664035
Kohn-Sham gap (Eh): 0.3713

Positions of all 16 atoms, in Å:
C  3.28  0.55  0.21
C  1.95  -0.02  -0.03
C  0.86  -0.48  -0.25
C  -0.46  -1.04  -0.58
N  -1.48  -0.73  0.42
C  -2.71  -0.15  -0.09
C  -1.74  0.68  0.68
H  3.85  0.61  -0.72
H  3.85  -0.07  0.91
H  3.21  1.55  0.63
H  -0.74  -0.67  -1.58
H  -0.38  -2.13  -0.65
H  -3.63  -0.50  0.37
H  -2.77  0.04  -1.16
H  -1.16  1.42  0.13
H  -1.93  0.93  1.72

(2)
DFT (ωB97M-V with the def2-TZVPD basis set) results for C2H8N2P2 in the gas phase at a distorted geometry.

## Properties
LUMO (spin up / spin down) (hartree): 0.038 / -0.060
HOMO (spin up / spin down) (eV): -4.2 / -9.6
Max |F| (hartree/bohr): 0.0712
Spin multiplicity: 3
Energy above the lowest of the compared OMol25 structures with the same formula, charge and spin (kcal/mol): 55.3
Molar mass (g/mol): 122.0
Energy (hartree): -872.990125
Kohn-Sham gap (spin up / spin down) (Eh): 0.1922 / 0.2912

Positions of all 14 atoms, in Å:
C  -0.76  0.58  -1.45
C  -1.22  -0.01  -0.19
N  -0.97  -1.31  0.05
N  -0.06  0.79  1.22
P  0.64  -1.79  -0.09
P  1.30  -0.04  0.97
H  0.20  0.18  -1.64
H  -1.33  0.17  -2.29
H  -0.65  1.67  -1.30
H  -2.21  0.34  0.29
H  0.11  1.77  1.16
H  0.57  -2.65  1.01
H  2.13  -0.18  2.18
H  2.24  0.50  0.08